Molecular formula: C4H3N3O2
Method: DFT, the ωB97M-V functional and the def2-TZVPD basis

ORCA input file:
```
! wB97M-V def2-TZVPD RIJCOSX def2/J DEFGRID3
* xyz 0 1
H -2.7553 1.8538 1.0448
N -2.0567 2.1954 0.5905
C -1.1819 1.3796 0.1907
N -1.2369 -0.0837 0.5034
C -0.0463 -0.4815 0.0154
C 0.9335 -1.5709 0.1462
O 1.9888 -1.2034 -0.6221
N 1.6323 -0.0633 -1.3330
C 0.5897 0.4174 -0.7617
O -0.1650 1.6144 -0.6753
H 1.6205 -1.4016 1.1481
H 0.6773 -2.6561 -0.2469
*
```

Its HOMO-LUMO gap is 8.43 eV. Its SMILES is [H]/N=C1\N=C2CON=C2O1. The value obtained for the LUMO energy is -1.2 eV. The calculation puts the total energy at -468.7878 hartree.

Atomic partial charges in e from the Löwdin method, atoms 1 to 4: H -0.02; N 0.22; C -0.42; N 0.22